117
Properties=species:S:1:pos:R:3:forces:R:3 method="wB97M-V/def2-TZVPD" total_energy_ha=-4334.90221 charge=+1
S 1.5503 3.8572 -5.7752 1.220 5.478 1.010
C 8.8987 -1.2965 -1.2536 1.000 -2.241 0.789
H -4.9402 2.9648 0.4207 1.550 -1.595 0.704
H 2.9327 -2.9372 0.9814 -0.215 -2.311 0.729
H -1.8601 -2.0462 -4.0732 2.375 0.779 -0.361
C -1.1506 -2.0512 0.8717 -2.652 -2.021 1.305
F 1.7210 3.0453 -8.3765 -0.191 -2.339 4.784
C 0.1848 0.0008 0.1975 -0.836 0.996 1.285
O -6.7622 0.1728 8.2979 2.225 -1.138 -1.823
H 0.6680 7.3825 1.4978 -0.614 -2.498 -0.221
C -5.9941 -0.4851 7.6023 -2.743 -0.753 1.784
H -6.0686 1.2986 1.7915 2.145 -1.182 -0.721
H -0.3736 4.1098 2.4384 -1.888 1.139 -0.242
H -1.5490 -2.8337 3.0220 1.972 1.058 -1.627
C -2.5505 -1.6029 -1.1299 0.326 -0.709 0.355
C -5.0895 0.8629 1.2914 0.137 0.212 -0.958
F 2.9908 1.7874 -6.7911 -4.629 2.007 -0.369
H -0.6577 -1.1750 2.9215 -0.146 -2.254 -0.791
H 0.9756 -5.2339 2.1667 0.103 2.208 -0.806
C -4.1887 2.1475 0.8167 -0.380 0.087 0.023
H -5.0534 -0.5866 3.0506 1.704 0.752 -1.678
H 3.4166 -4.1834 2.3143 -1.054 -0.203 -1.960
H -7.3571 -2.1365 9.0377 0.118 0.168 -0.253
O 7.3442 0.3822 -1.9251 1.538 -1.000 0.582
F -3.5980 -0.3313 7.5558 -1.162 0.060 -0.265
H 0.6812 -1.9749 -0.0730 -0.781 0.173 -0.590
P 2.0595 0.2893 0.4178 4.334 6.902 -1.707
O 2.5336 0.3148 2.1297 -2.845 -1.221 -3.001
H -1.8687 3.7417 0.3898 -1.459 0.957 1.587
C 7.0048 1.6743 -2.4528 -0.236 0.783 -0.519
H -1.7941 -0.3575 -5.8631 2.390 -0.712 0.983
O 2.3685 1.7810 -0.1086 -1.786 -5.894 1.985
F 8.0504 -2.2429 -1.7515 0.426 0.991 0.155
H -4.8475 -1.9248 0.6819 2.110 0.348 1.363
H 0.1073 1.2453 -4.5838 0.314 -1.115 -2.143
O 3.2055 -4.9432 0.2227 1.900 2.595 -0.602
C 1.1557 -4.1832 1.6779 1.573 -0.339 -0.597
H 4.0198 -0.5991 -0.2611 -1.520 -0.161 -0.485
H -2.4087 2.0760 2.3129 -2.001 1.508 -0.322
C -0.7077 -0.7288 -5.5467 0.026 -0.188 -1.384
H -0.9117 0.1775 -2.8704 0.996 -2.081 0.218
F -4.7022 1.4132 6.8554 -0.467 -1.461 0.279
H -3.2565 4.9799 1.0386 1.844 -1.813 0.508
C 0.4992 1.3190 -6.9362 -1.605 -2.969 -1.240
F 0.9610 0.2368 -7.8893 -1.113 3.380 2.499
F -0.8288 1.7463 -7.5178 4.408 -0.834 1.971
F 10.1579 -1.7798 -1.4513 -1.374 0.992 -0.010
C 1.6547 2.4595 -6.9855 2.615 -2.109 -4.513
C -0.9166 -1.6698 -1.4816 -0.301 -1.642 -2.142
H 6.0495 -4.9520 -0.4893 -0.971 2.109 -0.530
H -0.1039 -2.6740 -4.3495 -1.084 2.444 0.438
H -3.5309 1.8200 -0.1222 -1.106 0.825 2.059
H -2.5859 -0.1139 0.5010 0.905 -2.367 0.528
O 9.5668 0.8375 -2.2658 -1.868 -2.295 1.129
H -7.0379 -3.5395 8.0223 0.291 0.295 -0.153
C -3.2745 2.8311 1.9932 1.061 0.607 -1.293
F 1.0798 4.8983 -7.0895 0.791 -1.914 3.250
C 5.5727 -3.9255 -0.8231 0.299 -1.190 0.279
H -0.5954 -2.7793 -1.6977 -0.885 1.977 0.474
H -1.3247 -3.1757 0.5181 0.480 2.449 0.365
F 3.2209 4.2275 -6.1373 -3.617 -0.747 0.832
C -0.7343 -1.6722 -4.2042 -1.128 -0.507 0.554
H 1.6824 -2.1136 2.5673 -1.961 -1.359 -0.050
O 3.1671 -3.5785 -1.7528 4.931 -3.478 6.149
H 5.9940 1.9062 -2.1016 0.187 -0.343 0.126
C -2.5632 -1.3020 0.5138 -0.564 0.832 -1.901
C 7.0225 1.6513 -3.9712 0.264 -0.197 -0.140
H 0.5927 5.8236 0.3795 -0.343 0.613 2.048
F -0.1069 3.6532 -5.4267 3.390 -0.217 -0.479
H -0.3472 -1.4231 -6.4410 -0.806 1.531 1.917
H -3.3312 0.1418 2.7351 -1.879 -0.584 -1.080
C -3.9240 -1.6451 1.3620 0.501 0.917 0.928
H 1.1300 5.7087 2.2361 -1.564 0.819 -1.498
C 8.6802 0.0809 -1.8808 0.185 3.068 -1.298
O 3.0675 -0.7717 -0.5470 -1.478 1.410 3.235
H 6.6898 2.6113 -4.3757 0.015 -0.123 0.100
C 0.3375 0.5329 -5.4879 0.797 -0.477 0.334
C -0.6895 -2.2617 2.4295 0.351 2.077 0.219
H -0.2025 0.8018 -0.5696 1.015 -1.798 1.318
C 2.7882 -4.0690 1.3320 -0.928 1.986 0.316
C -1.3416 4.7662 2.3568 -1.251 0.352 -0.393
C 0.4052 6.2250 1.4636 0.494 1.236 0.054
F 2.0905 2.9408 -4.4343 -1.586 1.423 -2.795
C -0.3703 -0.8735 -2.8072 -0.014 1.214 -0.174
H 1.6503 0.3931 2.6000 1.512 -0.043 -0.322
H 6.0127 -3.6815 -1.8972 -1.601 -0.464 2.262
O -1.0225 6.1253 1.8413 1.984 -2.114 0.463
C -4.7383 0.0518 6.9146 1.895 1.244 -0.947
H -8.3943 -2.5364 6.1634 -0.006 -0.128 0.147
H 0.7914 -0.6251 -2.7769 -2.348 -0.772 0.209
H -5.4371 0.3148 0.2895 0.573 1.161 2.162
H -1.8173 4.9033 3.4210 0.937 -0.315 -1.953
F 8.7041 -1.2831 0.0956 -0.047 0.408 -1.046
F 1.5380 5.2376 -4.7572 -0.054 -3.045 -2.009
H 0.8398 -3.3071 3.7585 -0.058 1.065 -2.429
C -2.4766 4.1324 1.3231 0.484 -0.523 0.740
N -0.2078 -1.4269 -0.1323 0.805 -0.118 0.416
H -3.1481 -0.8304 -1.7834 1.406 -1.359 1.411
H -8.7805 -1.1581 7.1838 0.012 -0.173 0.137
H -0.3299 0.2640 1.2413 1.199 -0.433 -2.227
O -6.1339 -1.8277 7.3673 0.921 1.791 0.039
H -3.0033 -2.6649 -1.3347 0.888 2.033 0.342
H 7.6695 2.4462 -2.0509 0.067 -0.315 -0.051
C -7.2548 -2.4666 7.9986 -0.799 -0.385 0.269
H 1.4113 0.0652 -5.2619 -2.164 1.189 -0.684
H 8.0285 1.4463 -4.3512 -0.124 0.150 0.106
H 0.6210 -4.1917 0.6373 0.868 0.117 1.900
H 5.9720 -3.0978 -0.0886 -1.182 -1.632 -1.292
C 3.9440 -4.1318 -0.7956 -4.152 2.685 -4.658
C -4.2972 -0.2466 2.2011 -1.271 -1.124 0.530
H -9.3648 -2.7711 7.6383 0.152 0.044 -0.042
H -3.8967 3.2257 2.9063 1.154 -1.119 -1.723
C -8.5250 -2.2224 7.2029 -0.026 0.338 -0.143
H 6.3717 0.8589 -4.3516 -0.067 0.152 0.084
F -4.6158 -0.3836 5.6267 -0.395 0.094 0.956
C 0.8054 -2.9008 2.6364 -0.190 -1.252 0.940
H -3.6956 -2.4618 2.1931 -0.645 1.465 -2.023

=====

13
Properties=species:S:1:pos:R:3:forces:R:3 method="wB97M-V/def2-TZVPD" relative_energy_kcal_mol=13.1 charge=-1 smiles=C[C@@H](N)C[S-]
H -0.4489 0.6863 -1.8830 0.148 0.144 -0.166
H -0.1153 -1.3322 -0.7720 -0.262 -0.348 0.050
H -1.5941 -0.9233 1.1911 0.314 -0.216 0.000
H 1.5310 0.0381 1.1911 0.450 -0.503 0.545
C 0.0577 -0.4518 -0.1530 0.648 0.353 -0.098
H 1.5328 -1.6943 0.6106 0.747 0.173 0.478
N 1.1841 -0.7680 0.7072 -1.047 0.237 -1.031
H -1.9741 0.1968 -0.0667 0.066 0.150 -0.014
H 1.3217 0.7004 -1.6080 0.129 -0.367 -0.040
H 0.2423 1.6251 -0.5734 0.029 0.344 0.154
S -0.9023 1.2902 1.8382 -0.005 0.087 -0.053
C -1.1803 -0.0693 0.6466 -0.749 0.020 0.179
C 0.3455 0.7020 -1.1288 -0.467 -0.075 -0.004

=====

23
Properties=species:S:1:pos:R:3:forces:R:3 method="wB97M-V/def2-TZVPD" relative_energy_kcal_mol=23.6 charge=+1 smiles=CCCCCC[NH3+]
H 0.6704 -1.3637 -0.8971 -0.230 -0.740 -0.108
H 0.3948 -2.0864 2.8003 0.163 -0.334 0.190
H -0.3666 0.4607 1.1408 0.346 -0.060 0.420
H -1.5220 1.5220 -0.3532 -0.081 -0.020 -0.534
C -0.3331 -2.4852 0.7627 1.549 1.426 -0.103
H -0.5412 2.8498 0.1757 -0.092 0.176 -0.037
H -1.3832 -2.3239 1.0096 0.148 -0.910 0.708
H -0.1718 -3.3397 0.1076 -0.606 0.008 -0.101
C 0.6977 -2.6514 1.9206 -0.799 -0.159 -0.953
H 0.8051 -3.7257 2.0621 -0.074 0.133 0.777
H -1.1513 3.7336 -1.7660 0.206 0.117 -0.449
H -1.2554 2.2809 -2.6124 -0.351 0.064 0.070
N -0.7357 2.8162 -1.9180 0.379 -1.079 0.532
C 0.6284 1.2195 -0.5288 0.529 -0.869 -0.286
C -0.6162 2.0792 -0.5875 -0.090 0.197 0.924
H 1.2883 0.0160 1.2499 0.465 -0.124 -0.427
C -0.0487 -1.2198 -0.0829 0.558 0.680 -0.831
H 0.2238 2.8193 -2.2711 -0.052 0.835 -0.160
H 1.5023 1.8306 -0.2866 -0.079 0.052 -0.246
H 0.7753 0.7587 -1.5227 0.189 0.047 0.248
H 1.6832 -2.3130 1.5909 -0.090 0.121 0.002
C 0.4813 0.0992 0.5312 -2.302 0.291 0.793
H -1.0253 -0.9767 -0.5251 0.312 0.149 -0.430

=====

102
Properties=species:S:1:pos:R:3:forces:R:3 method="wB97M-V/def2-TZVPD" total_energy_ha=-8953.19980 smiles="CCOC(=O)C(F)(F)F.CCOC(=O)C(F)(F)F.CCOC(=O)C(F)(F)F.CCOC(=O)C(F)(F)F.CCOC(=O)C(F)(F)F.ClC(Cl)Cl.ClC(Cl)Cl.ClC(Cl)Cl.ClC(Cl)Cl.CN(C)C=O"
H 5.8887 -12.6220 -18.3227 0.156 -0.198 -0.250
Cl 8.6849 -16.2322 -22.5478 0.199 0.010 -0.229
O 3.2933 -18.6568 -14.2616 -0.443 -0.129 -0.580
H 3.3281 -18.2773 -18.7045 -0.230 -0.256 -0.032
H 10.7677 -24.5121 -28.1095 -0.040 -0.172 0.145
C 9.5828 -20.9216 -23.8517 -0.555 -0.086 -0.087
O 6.3739 -15.5885 -20.0379 -0.001 0.109 -0.084
N 7.3043 -14.1905 -18.5067 -0.485 -0.099 -0.151
H 3.6070 -19.2437 -12.3067 0.042 0.121 -0.165
H 3.4137 -16.6160 -19.2320 -0.050 0.008 -0.078
O 5.0605 -17.7260 -13.2190 0.257 0.147 0.194
C 5.8259 -19.2363 -19.7485 -0.325 -0.901 -0.417
O 11.7200 -21.8878 -24.2735 0.569 0.041 0.207
F 7.6897 -19.4904 -18.3117 -0.034 0.103 -0.093
C 2.8897 -19.4098 -13.1120 0.234 -0.142 1.372
C 7.3497 -15.1265 -19.4746 0.006 0.143 0.180
H 8.3813 -15.4486 -19.6888 -0.066 -0.009 -0.137
H 6.5129 -22.1883 -16.4861 0.234 0.113 -0.026
H 9.2600 -24.4309 -27.1531 -0.033 -0.048 -0.061
Cl 7.0235 -18.5720 -22.9815 -0.022 -0.108 -0.287
C -2.3107 -15.7974 -16.6462 0.049 -0.031 -0.206
F 10.0351 -19.6770 -23.7528 0.103 0.072 -0.005
F -1.3341 -14.1090 -15.3664 -0.033 -0.105 0.168
Cl 12.5761 -18.8743 -18.1997 -0.209 -0.054 -0.033
O 6.8509 -21.1997 -13.9741 0.198 0.281 -0.333
H 3.6878 -18.9561 -21.1687 0.293 -0.139 0.099
C 7.3644 -19.2569 -19.5974 -0.137 0.662 0.752
H 5.1309 -22.4102 -20.6404 -0.033 0.112 0.142
C -0.7520 -18.2353 -18.7909 0.495 0.443 -0.011
Cl 11.2342 -20.9117 -19.7932 0.101 -0.094 -0.057
Cl 6.3107 -16.0527 -24.2330 -0.049 0.097 -0.235
H 1.3140 -19.3795 -11.6554 -0.015 0.093 0.103
C 6.0446 -13.6705 -18.0284 -0.199 0.812 0.620
F 5.4454 -16.1647 -15.3691 0.034 0.051 -0.001
C 10.5861 -21.7978 -24.6240 -0.133 0.128 0.230
Cl 1.3113 -19.8712 -22.0558 -0.095 0.073 -0.161
H 5.2190 -22.3466 -14.4558 -0.055 0.138 0.200
F 7.9150 -18.0818 -19.9434 0.138 -0.416 0.043
C 11.4675 -19.1875 -19.5499 0.148 0.027 0.082
Cl 4.8285 -24.5756 -21.4504 -0.016 0.024 0.075
C 10.9068 -23.2696 -26.3866 0.442 -0.516 -0.182
F -2.9482 -15.2526 -14.4527 0.281 0.039 -0.037
H -0.7141 -18.3818 -19.8702 -0.174 -0.281 0.025
C -1.8777 -15.3305 -15.2508 -0.107 0.067 0.108
F -0.9802 -16.1425 -14.6909 -0.055 0.104 0.108
O -1.4891 -16.7069 -17.1262 0.055 -0.350 0.172
O -3.2542 -15.3182 -17.1961 -0.289 0.097 -0.115
C 1.4992 -19.0029 -12.6566 0.020 -0.353 -0.962
C -1.7530 -17.1581 -18.4747 0.218 0.109 -0.122
O 10.0293 -22.4117 -25.6403 -0.243 0.049 -0.393
O 5.1728 -20.2061 -19.4548 0.144 0.182 0.088
F 8.2627 -19.5029 -11.5812 0.032 0.107 0.003
H 11.3144 -24.0198 -25.7058 -0.150 -0.034 -0.001
H 6.4153 -20.3873 -16.4393 0.161 -0.136 -0.092
H 10.4945 -18.7813 -19.3102 0.053 0.197 0.048
Cl 0.2793 -21.4435 -19.8702 0.000 -0.150 -0.014
F 8.3748 -20.8898 -24.4437 0.299 -0.012 0.102
O 5.7324 -20.8260 -12.0594 -0.235 0.156 0.067
C 7.0466 -16.8189 -22.8436 -0.050 0.034 0.707
C 4.5898 -17.1674 -15.5049 -0.193 0.000 -0.178
C 6.7377 -20.9084 -12.7004 0.077 -0.341 0.153
C 3.1614 -17.6271 -19.5591 0.336 0.435 0.044
F 5.1061 -18.0472 -16.3809 -0.029 0.036 -0.053
H 11.7707 -22.7256 -26.7747 -0.175 0.312 0.174
H 0.7567 -19.4300 -13.3355 -0.077 0.075 0.126
H 6.0524 -13.6349 -16.9311 0.020 -0.280 -0.134
H 1.3943 -17.9229 -12.7099 0.008 0.112 0.292
F 7.8910 -20.2260 -20.3172 0.135 -0.196 -0.398
Cl 7.0754 -23.5070 -19.9544 0.046 0.030 0.019
H 2.1209 -17.6453 -19.8796 -0.041 -0.082 0.129
C 4.0403 -18.0266 -20.7230 -0.556 -0.077 0.064
F 9.4166 -21.4155 -22.6200 0.042 0.018 -0.016
F 9.1371 -21.0289 -12.8452 -0.092 0.060 0.054
H -1.6033 -16.2909 -19.1183 -0.227 -0.049 -0.107
C 10.1161 -23.8688 -27.5172 0.121 0.171 -0.261
C 0.4073 -21.3295 -21.6300 0.075 0.190 0.304
H 8.5559 -13.7760 -16.8848 0.037 0.043 0.024
C 5.3408 -23.3893 -20.2343 0.104 -0.094 -0.279
C 5.6241 -21.3623 -14.7110 -0.318 -0.760 -0.094
Cl 12.0763 -18.3919 -21.0018 -0.146 -0.069 -0.048
C 5.9285 -21.3247 -16.1786 -0.218 0.258 -0.129
O 5.4095 -18.1455 -20.3196 0.373 0.410 -0.088
H 4.9914 -21.3657 -16.7361 -0.015 0.023 0.018
H 4.9011 -20.6120 -14.4091 0.121 0.159 0.062
F 3.4473 -16.6879 -16.0202 0.192 -0.028 0.000
C 8.4850 -13.5902 -17.9576 0.516 0.211 -0.071
H -0.9470 -19.1631 -18.2642 -0.102 -0.107 -0.075
Cl 1.1654 -22.7466 -22.3115 0.066 -0.198 -0.063
H -2.7757 -17.5199 -18.5563 -0.097 0.193 0.075
H 4.0449 -17.2604 -21.4954 0.098 0.044 0.017
H 8.4935 -12.5109 -18.1394 -0.131 -0.014 0.126
C 8.1177 -20.7492 -12.0308 0.075 -0.077 0.048
H 5.1856 -14.2386 -18.3608 0.164 -0.296 -0.171
H 2.9761 -20.4678 -13.3504 -0.205 0.011 -0.257
H 9.7866 -23.0838 -28.1997 -0.189 -0.001 0.124
H 9.3781 -13.9759 -18.4508 -0.082 -0.188 0.074
F 8.1784 -21.5811 -10.9856 0.069 -0.009 0.035
C 4.3453 -17.8753 -14.1595 0.134 0.059 0.071
H 6.4956 -16.5480 -21.9484 -0.086 -0.004 -0.043
Cl 4.4515 -23.5960 -18.7372 -0.146 -0.022 0.066
H 0.2430 -17.8835 -18.5068 -0.034 -0.087 0.061
H -0.5936 -21.2344 -22.0232 -0.053 -0.001 -0.096